(1)
{
  "formula": "C3H8O2S",
  "method": "the ωB97M-V functional and the def2-TZVPD basis",
  "elements": ["O", "C", "C", "C", "S", "H", "H", "H", "H", "H", "H", "H", "H", "O"],
  "xyz": [[-2.240557, 0.002914, -0.569969], [-1.814593, 1.142150, -0.492455], [-0.385986, 1.345831, -0.534512], [0.493691, 0.355821, -1.114903], [1.644007, 0.003332, 0.262432], [-2.467111, 2.021696, -0.448661], [2.593423, -2.670105, 0.666543], [0.166045, 2.171058, -0.099671], [0.024034, -0.572701, -1.432055], [1.095395, 0.737768, -1.942028], [3.304366, -2.686362, 0.875467], [-1.497787, -0.747796, 1.251063], [-0.028983, -0.423030, 1.586906], [-0.885944, -0.680581, 1.991846]],
  "atomic_forces_ev_per_a": [[-0.4, 0.8, -0.1], [-0.4, -1.3, 0.4], [2.9, -0.4, 1.2], [0.8, -0.8, -1.5], [-1.4, 1.1, 0.0], [-0.1, 0.1, 0.0], [0.0, 0.0, 0.0], [-0.6, 0.6, -0.4], [-0.4, 0.2, -0.1], [-0.1, 0.1, 0.0], [0.1, 0.0, 0.0], [0.1, -0.2, 0.1], [-0.6, -0.4, 0.3], [0.2, 0.2, 0.0]],
  "max_force_ha_per_bohr": 0.061,
  "relative_energy_ev": 4.708,
  "homo_ev": -9.30
}



(2)
{
  "formula": "C3H8O2S",
  "method": "the ωB97M-V functional and the def2-TZVPD basis",
  "elements": ["C", "C", "C", "O", "O", "S", "H", "H", "H", "H", "H", "H", "H", "H"],
  "xyz": [[-1.772706, -1.331900, -0.204113], [1.446436, -1.100507, -1.011504], [-0.361973, 2.051560, 0.421213], [0.190019, -0.083005, 1.983862], [1.014105, 0.184222, -0.495567], [-0.198211, 0.168240, 0.628954], [-2.643703, -0.701266, 0.258809], [-1.500512, -2.230394, 0.533418], [2.330024, -1.347104, -0.299004], [1.739371, -0.885795, -2.137416], [0.690452, -1.769393, -0.900840], [0.274296, 2.383800, 1.258089], [0.053404, 2.164071, -0.569785], [-1.261008, 2.497476, 0.533887]],
  "atomic_forces_ev_per_a": [[0.4, 0.5, 1.4], [4.1, 2.7, -0.2], [3.4, -2.6, 0.3], [1.0, -0.1, 0.9], [-0.9, 0.1, 0.8], [-1.8, 0.3, -2.3], [1.4, -1.1, -0.3], [-0.6, 2.0, -0.8], [-1.2, -0.1, -1.8], [-0.5, -0.8, 2.5], [-2.2, -2.2, -0.1], [0.1, 0.0, -0.6], [0.1, 0.6, 0.0], [-3.3, 0.7, 0.3]],
  "max_force_ha_per_bohr": 0.095,
  "relative_energy_ev": 6.338,
  "homo_ev": -8.34
}



(3)
{
  "formula": "C3H8O2S",
  "method": "the ωB97M-V functional and the def2-TZVPD basis",
  "elements": ["O", "C", "O", "H", "H", "C", "C", "S", "H", "H", "H", "H", "H", "H"],
  "xyz": [[-1.194380, 0.128400, 3.520162], [-1.496581, 1.186221, 3.097005], [-1.639309, 1.472919, 1.760019], [-1.762405, 2.085617, 3.683756], [-0.840526, 1.391646, 1.216514], [1.073258, 0.192779, -1.739450], [0.969305, -1.178566, -1.039803], [0.044034, -2.433053, -1.917736], [2.101345, 0.393537, -2.033663], [0.711578, 1.025462, -1.163477], [0.522946, 0.193026, -2.683846], [1.991254, -1.521776, -0.922632], [0.661995, -1.089051, -0.007653], [-1.142516, -1.847160, -1.769196]],
  "atomic_forces_ev_per_a": [[0.4, -0.5, 0.4], [-0.2, 0.8, -0.9], [0.1, 0.7, 0.0], [-0.1, -0.4, 0.1], [-0.2, -0.5, 0.4], [-0.1, -0.5, -0.8], [0.8, 0.9, 0.2], [0.1, -0.3, 0.0], [0.1, 0.1, 0.2], [-0.2, 0.3, 0.4], [-0.1, 0.0, 0.2], [0.1, -0.6, -0.2], [-0.6, 0.0, 0.2], [-0.2, 0.0, 0.0]],
  "max_force_ha_per_bohr": 0.024,
  "relative_energy_ev": 1.001,
  "smiles": "O=CO.CCS",
  "homo_ev": -9.14
}



(4)
{
  "formula": "C3H8O2S2",
  "method": "the ωB97M-V functional and the def2-TZVPD basis",
  "elements": ["O", "C", "C", "C", "S", "S", "H", "H", "H", "H", "H", "H", "O", "H", "H"],
  "xyz": [[-1.380410, 0.735348, -0.114513], [-1.053093, 0.276172, 0.951725], [0.282729, 0.505217, 1.587017], [1.490182, 0.609812, 0.661660], [2.315211, -1.079947, 0.559592], [1.088569, -1.963950, -0.879390], [-1.709918, -0.485707, 1.404505], [0.380887, -0.405624, 2.189619], [0.128066, 1.274546, 2.360960], [2.200821, 1.379616, 0.962226], [1.315292, 0.769032, -0.396472], [0.889678, -0.893012, -1.629991], [-2.292922, -0.156413, -2.767672], [-1.569274, -0.740960, -2.987266], [-2.085819, 0.175870, -1.901999]],
  "atomic_forces_ev_per_a": [[0.0, 0.3, 0.0], [0.0, -0.4, -1.3], [-0.7, -0.7, 0.9], [0.3, -1.0, 0.0], [0.2, 1.0, -0.2], [-0.2, -0.5, 0.7], [-0.1, 0.3, 0.5], [0.4, 0.2, 0.1], [0.4, 0.3, -0.5], [0.2, -0.4, 0.2], [-0.7, 0.5, 0.1], [0.2, 0.4, -0.4], [-0.3, -0.2, -0.7], [0.1, -0.2, -0.1], [0.1, 0.3, 0.8]],
  "max_force_ha_per_bohr": 0.027,
  "relative_energy_ev": 1.512,
  "smiles": "O=CCCSS.O",
  "homo_ev": -8.81
}



(5)
{
  "formula": "C3H8O2S2",
  "method": "the ωB97M-V functional and the def2-TZVPD basis",
  "elements": ["O", "C", "C", "C", "S", "S", "H", "H", "H", "H", "H", "H", "O", "H", "H"],
  "xyz": [[1.566694, -2.073434, -0.279156], [0.448806, -1.916959, 0.130054], [-0.481727, -0.791641, -0.241739], [-1.422400, -0.460190, 0.911770], [-2.184082, 1.192142, 0.678954], [-0.729035, 2.530090, 0.985483], [0.049093, -2.627136, 0.895352], [0.064242, 0.099602, -0.552779], [-1.067542, -1.074347, -1.122121], [-2.303412, -1.099161, 1.004347], [-0.909842, -0.516378, 1.875557], [0.389457, 2.072387, 0.388370], [2.080653, 1.920927, -1.425336], [1.542029, 1.205191, -1.786692], [2.957067, 1.538911, -1.462067]],
  "atomic_forces_ev_per_a": [[0.0, 0.2, -0.2], [0.1, -0.2, 0.4], [-0.4, -0.1, -0.1], [-0.2, 0.7, 0.4], [-0.6, -1.2, -0.6], [1.1, 1.1, 1.0], [-0.1, 0.1, -0.2], [0.3, -0.1, 0.2], [0.0, -0.2, 0.0], [0.2, -0.2, -0.3], [0.0, 0.2, 0.0], [-0.3, -0.2, -0.5], [-0.4, -0.3, -0.1], [-0.1, 0.2, 0.0], [0.5, 0.0, 0.1]],
  "max_force_ha_per_bohr": 0.035,
  "relative_energy_ev": 1.340,
  "smiles": "O=CCCSS.O",
  "homo_ev": -8.48
}



(6)
{
  "formula": "C3H8O3",
  "method": "the ωB97M-V functional and the def2-TZVPD basis",
  "elements": ["C", "O", "C", "C", "O", "H", "H", "H", "H", "H", "H", "O", "H", "H"],
  "xyz": [[0.000000, 0.000000, 0.000000], [-0.133260, 0.188060, -1.381050], [-0.773770, -0.751350, -2.047689], [-1.009970, -0.474720, -3.526429], [-1.000040, -1.884069, -1.646029], [-1.006900, -0.025880, 0.449560], [0.570680, 0.822880, 0.462380], [0.510210, -0.951720, 0.224770], [-0.019600, -0.432040, -4.010128], [-1.551289, 0.459930, -3.750058], [-1.574769, -1.319589, -3.955158], [3.097239, -2.324819, -0.859080], [2.955449, -1.756989, -1.650109], [3.024289, -1.708789, -0.095250]],
  "atomic_forces_ev_per_a": [[0.0, -0.6, 1.7], [0.1, 1.2, -0.5], [-0.2, -2.8, -1.5], [-0.1, 0.4, -0.2], [0.0, 1.6, 0.6], [0.4, -0.1, 0.0], [-0.3, -0.2, -0.7], [-0.3, 0.3, -0.1], [-0.4, 0.1, 0.1], [0.4, -0.3, 0.3], [0.3, 0.4, 0.4], [-0.2, 1.2, 0.0], [0.1, -0.6, 0.9], [0.1, -0.6, -0.9]],
  "max_force_ha_per_bohr": 0.063,
  "relative_energy_ev": 0.810,
  "smiles": "COC(C)=O.O",
  "homo_ev": -10.37
}



(7)
{
  "formula": "C3H8O3",
  "method": "the ωB97M-V functional and the def2-TZVPD basis",
  "elements": ["C", "C", "C", "O", "O", "H", "H", "H", "H", "H", "H", "O", "H", "H"],
  "xyz": [[1.572254, 1.626715, 0.204940], [1.164842, 0.126553, 0.159107], [-0.003552, -0.152588, -0.812542], [-1.022771, -0.738970, -0.582544], [0.284836, 0.391511, -2.016295], [1.211982, 2.086847, -0.717280], [2.634704, 1.700660, 0.355250], [0.924865, 2.225522, 0.847515], [1.923933, -0.640860, 0.057429], [0.901622, -0.184618, 1.188496], [-0.102936, -0.149899, -2.697948], [-3.037833, -2.332014, 1.620097], [-3.895997, -1.891350, 1.551251], [-2.555950, -2.067509, 0.842524]],
  "atomic_forces_ev_per_a": [[-1.3, -0.7, -1.2], [-1.4, 0.0, 1.7], [1.0, 0.3, 1.0], [0.0, -0.3, -0.1], [0.6, 0.0, 0.1], [1.0, -0.1, -0.5], [0.2, 0.6, 0.2], [0.5, -0.5, 1.0], [0.7, 0.4, -1.2], [-0.8, 0.3, -0.4], [-0.8, -0.1, -0.5], [-0.6, -0.1, 0.5], [0.3, -0.1, 0.0], [0.4, 0.3, -0.5]],
  "max_force_ha_per_bohr": 0.043,
  "relative_energy_ev": 0.705,
  "smiles": "CCC(=O)O.O",
  "homo_ev": -10.76
}



(8)
{
  "formula": "C3H8O3S",
  "method": "the ωB97M-V functional and the def2-TZVPD basis",
  "elements": ["O", "C", "O", "C", "C", "S", "H", "H", "H", "H", "H", "H", "O", "H", "H"],
  "xyz": [[-2.467034, -0.786000, -0.774839], [-1.460494, -0.427097, -0.229626], [-1.455088, -0.003152, 1.063128], [-0.088300, -0.305641, -0.833470], [0.981660, -1.098766, -0.092275], [2.587390, -1.002152, -0.921935], [-2.385498, 0.012439, 1.339679], [0.164525, 0.748850, -0.896359], [-0.140821, -0.644977, -1.869149], [1.122166, -0.655505, 0.887913], [0.689454, -2.140098, 0.011413], [2.149012, -0.744907, -2.157952], [-0.719878, 3.651320, 2.374406], [-0.019543, 4.210423, 2.035467], [-1.331316, 3.510537, 1.640774]],
  "atomic_forces_ev_per_a": [[0.1, -0.1, -0.1], [0.0, 0.4, 0.5], [-0.2, 0.0, -0.3], [0.0, -0.4, -0.7], [-0.2, 0.4, -0.1], [0.3, 0.1, 0.1], [0.1, -0.1, 0.1], [0.1, 0.2, 0.3], [-0.2, -0.1, 0.1], [0.0, -0.2, 0.2], [-0.1, 0.0, 0.0], [-0.1, -0.1, -0.1], [-0.3, -0.2, 0.0], [0.1, 0.1, -0.1], [0.2, 0.1, 0.1]],
  "max_force_ha_per_bohr": 0.015,
  "relative_energy_ev": 0.211,
  "smiles": "O=C(O)CCS.O",
  "homo_ev": -9.37
}